Record 1
# C17H23N5O2ReS

A structure of composition C17H23N5O2ReS (ωB97M-V/def2-TZVPD, the OMol25 dataset).

Structure (ORCA input):
```
! wB97M-V def2-TZVPD RIJCOSX def2/J DEFGRID3
* xyz 4 4
Re 0.37409 -0.24235 -0.47471
S -0.73622 0.43471 1.44701
O 2.51316 1.10431 1.30423
O 0.01339 -2.74548 1.31814
N 0.02328 2.20952 -0.84023
N 0.94189 -0.66197 3.75055
N -2.01321 -0.91850 -0.83876
N -0.90630 0.76959 3.90352
N 1.86491 -1.22032 -1.26808
C -4.30830 -2.15303 -0.79098
C 0.15118 -1.83749 0.58053
C 0.15822 3.35518 -0.78372
C -0.89852 1.41180 -3.75619
C 1.51985 -0.37745 5.10975
C 0.22718 4.80554 -0.79132
C 0.47422 1.34427 -3.87835
C 1.10698 0.09986 -3.99170
C 0.35607 -1.05854 -3.99201
C 2.84201 -1.85709 -1.33469
C 1.74706 0.60863 0.56627
C -0.05156 0.04021 3.20347
C -1.66018 0.23696 -3.75684
C -1.54730 0.40601 5.17623
C -3.01236 -1.50658 -0.78321
C 4.02049 -2.62302 -1.52533
C -1.03818 -0.98889 -3.87777
H -4.33743 -2.98907 -0.07291
H 4.57049 -2.67223 -0.57760
H -1.56426 1.25569 3.27049
H 4.60673 -2.11097 -2.29723
H 1.06477 2.25418 -3.90431
H -0.78225 5.24564 -0.86209
H 2.59473 -0.12677 5.03021
H 0.97630 0.46867 5.56366
H 1.53722 -1.24676 3.16658
H -2.61944 0.16799 5.03158
H -4.53317 -2.55659 -1.79334
H 1.42859 -1.26733 5.76033
H -5.10667 -1.44098 -0.52001
H -1.01555 -0.44918 5.61922
H 0.70329 5.18444 0.12773
H 0.83763 -2.02307 -4.11968
H 3.70725 -3.62137 -1.85238
H 2.18410 0.05414 -4.11877
H -2.74188 0.29855 -3.68918
H -1.46728 1.30584 5.80433
H 0.81878 5.15866 -1.65281
H -1.39609 2.37418 -3.68711
H -1.62770 -1.89954 -3.90252
*
```

frontier orbital gap (spin up / spin down) = 8.566 / 5.249 eV
calculated total energy = -42467.3185 eV
<S²> = 3.7899
HOMO energy (spin up / spin down) = -21.443 / -21.408 eV

Record 2
# C5H14

A cluster of 2 separate species, C5H14 in total (ωB97M-V/def2-TZVPD, the OMol25 dataset).

Structure (ORCA input):
```
! wB97M-V def2-TZVPD RIJCOSX def2/J DEFGRID3
* xyz 0 1
C -0.45310 1.42393 0.00464
C 0.81925 1.41671 -0.85766
C 1.90128 2.49017 -0.78281
C -0.94345 -2.88932 0.22793
C -1.20851 -1.91887 1.43353
H -0.81545 0.41853 -0.31688
H -1.97895 -1.19229 1.16238
H 1.93561 3.06766 -1.75584
H -1.30154 1.90417 -0.34533
H -0.74478 -3.93586 0.54348
H 0.50930 1.58398 -1.88239
H 0.09621 -2.53071 -0.13621
H 1.19223 0.47048 -0.79068
H -0.07887 1.64718 1.04107
H -1.76725 -2.32720 2.30186
H -1.75950 -2.95748 -0.53386
H 2.04657 3.20148 -0.03782
H 2.83250 1.64839 -1.00238
H -0.28156 -1.52095 1.72696
*
```

frontier orbital gap = 11.660 eV
energy relative to the best compared isomer or geometry (same formula, charge and spin) = 238.4 kJ/mol
calculated total energy = -5409.5789 eV
SMILES = CCC.CC
HOMO energy = -10.658 eV